# H3OPS

A 2-piece molecular cluster, H3OPS overall (wB97M-V/def2-TZVPD, OMol25).

Geometry as XYZ:
```
6
Properties=species:S:1:pos:R:3:forces:R:3
S 0.221763 -0.032718 1.887437 0.252 0.351 1.200
P 0.050412 0.610103 -0.034256 0.787 0.609 -1.177
O -1.142773 -0.352567 -0.572246 -0.169 -0.148 -1.751
H 1.211399 -1.072415 -2.040458 -0.021 0.316 0.333
H -0.994559 -0.356661 -1.569955 -0.527 -0.263 1.733
H 0.653758 1.204258 2.329478 -0.321 -0.865 -0.337
```
Forces are in eV/Å.

The value obtained for the total energy is -22217.009 eV. As for the energy relative to the best compared isomer or geometry (same formula, charge and spin): 3.328 eV. As for the HOMO energy (spin up / spin down): -9.944 / -7.374 eV. As for the net charge: 0.

---

# H3OPS2

An isolated molecule of H3OPS2 (wB97M-V/def2-TZVPD, OMol25).

Geometry as XYZ:
```
7
Properties=species:S:1:pos:R:3:forces:R:3
S -0.566118 -0.164253 0.392712 -0.677 -0.952 1.068
S -0.448813 -0.397936 2.289835 0.466 -0.502 -0.218
P 1.242338 -0.444045 -0.826622 0.235 2.744 1.321
O -1.246191 1.050892 0.020074 -0.174 0.462 -0.891
H 1.935604 0.866350 -0.077349 -1.375 -2.280 -1.437
H -1.267507 -1.263559 -0.151894 0.510 0.747 0.345
H 0.350687 0.352551 -1.646757 1.015 -0.219 -0.188
```
Forces are in eV/Å.

The value obtained for the total energy is -33052.475 eV. As for the energy relative to the best compared isomer or geometry (same formula, charge and spin): 4.245 eV. As for the HOMO energy: -9.344 eV. As for the net charge: 0.

---

# H3OPSi

An isolated molecule of H3OPSi (wB97M-V/def2-TZVPD, OMol25).

Geometry as XYZ:
```
6
Properties=species:S:1:pos:R:3:forces:R:3
P 1.396541 0.438779 -0.145393 2.388 -0.668 2.557
Si -0.811353 -0.036332 -0.358011 -2.779 0.992 -0.382
O 0.378320 -1.016668 0.058541 3.336 1.246 1.461
H 1.634627 0.777672 1.360824 -0.100 -0.862 -1.914
H -1.655131 0.330506 0.735034 -1.175 -0.173 0.466
H -0.943004 -0.493957 -1.650993 -1.669 -0.535 -2.189
```
Forces are in eV/Å.

The value obtained for the total energy is -19257.743 eV. As for the energy relative to the best compared isomer or geometry (same formula, charge and spin): 2.309 eV. As for the HOMO energy (spin up / spin down): -5.457 / -10.484 eV. The multiplicity is 3. As for the net charge: 0.

---

# H3PS4

H3PS4 as an isolated structure (wB97M-V/def2-TZVPD, OMol25).

Geometry as XYZ:
```
8
Properties=species:S:1:pos:R:3:forces:R:3
S -1.270626 0.545618 1.737969 -0.687 -2.046 0.532
S -2.059691 -0.228725 -1.458021 0.088 0.147 -0.154
S 0.155447 -2.058062 0.279410 -3.818 -1.206 -0.082
S 1.476262 1.384176 -0.583347 -2.064 -1.592 0.522
P -0.696215 -0.168215 -0.138253 1.487 0.518 -0.225
H 1.905613 0.436705 -1.427674 0.025 0.032 -0.112
H 1.271065 -1.567566 0.188510 4.092 1.554 -0.069
H -0.781852 1.656068 1.401407 0.878 2.594 -0.412
```
Forces are in eV/Å.

The value obtained for the total energy is -52678.087 eV. As for the energy relative to the best compared isomer or geometry (same formula, charge and spin): 1.519 eV. As for the HOMO energy: -9.387 eV. As for the net charge: 0.

---

# H40O20

A 20-piece molecular cluster, H40O20 overall (wB97M-V/def2-TZVPD, OMol25).

Geometry as XYZ:
```
60
Properties=species:S:1:pos:R:3:forces:R:3
O 1.407367 -1.224539 -3.769866 0.393 0.447 -0.197
O -0.286464 -2.974632 4.157825 -0.756 0.002 -0.621
O -0.920023 1.765445 0.692937 0.069 -0.193 0.328
O 2.882344 -0.681312 -1.769987 0.097 -0.468 0.327
O -4.941122 -0.076171 2.002122 0.659 0.932 1.396
O 1.884177 2.703656 1.594072 0.377 -3.133 2.324
O 2.298708 -1.353011 2.482148 0.166 -0.218 -0.149
O 1.733116 1.310471 -3.446225 0.527 1.266 -0.659
O -2.542327 3.924180 -2.343786 -0.147 -0.337 -0.445
O -3.399157 3.629539 2.352334 0.186 -0.380 -0.207
O -0.290288 2.666719 -1.626575 0.235 0.119 -0.537
O -0.999234 -2.762611 0.462079 -0.261 0.505 -0.300
O 4.723557 2.693922 1.059650 0.208 -0.192 -0.004
O -1.315590 -1.662296 -4.567820 0.062 -0.680 -0.048
O -1.256239 0.478171 3.597895 -0.308 0.224 0.401
O 0.326080 2.529966 4.561992 -0.096 0.327 0.401
O -4.382355 2.459084 -1.183318 0.006 0.160 -0.336
O 3.732178 -3.182157 0.856551 0.383 -0.383 -0.021
O -0.765470 -4.440455 -1.627870 -0.145 -0.382 -0.162
O 1.646306 -4.030913 -3.757379 0.312 -0.646 0.365
H 0.614911 -3.269580 4.022222 0.160 0.214 0.430
H -3.404656 2.715510 2.040575 -0.127 0.007 0.070
H -1.185449 3.073753 -1.681242 0.346 0.090 0.119
H -0.417936 2.458647 1.131473 0.072 0.050 0.073
H 1.639087 2.826876 0.709738 -0.361 1.889 -1.238
H 4.252773 2.008808 1.547469 -0.133 0.144 0.012
H -1.188688 -0.376609 3.159608 0.352 0.195 -0.272
H 1.684012 -4.648883 -3.015326 -0.258 -0.054 -0.055
H -2.475961 3.856346 2.198749 -0.003 0.298 0.098
H -1.499208 -2.311053 -5.256808 -0.143 0.213 -0.247
H 4.570013 -3.575379 1.124717 0.058 0.109 0.104
H -0.439339 -2.635006 5.041242 0.522 -0.116 0.122
H -5.309095 2.364205 -1.414360 -0.054 -0.280 0.389
H -0.069152 -4.111351 -2.194731 0.107 0.231 -0.236
H -0.230915 1.734543 4.563114 0.356 0.085 -0.040
H -3.075823 4.583174 -1.895832 0.026 0.148 0.178
H -1.162046 -2.242400 -3.811055 -0.152 0.307 0.273
H 4.787230 2.330910 0.171783 0.090 0.074 -0.098
H 2.285533 -0.150835 -2.318519 0.990 0.418 0.556
H -0.932560 1.172916 3.005593 -0.275 -0.780 -0.529
H -1.391799 -4.868184 -2.221236 0.055 -0.047 -0.003
H 2.012684 3.214077 2.384298 -0.021 1.478 -1.079
H 3.037136 -1.952463 2.303951 -0.243 0.042 -0.307
H 1.321877 -1.367442 -2.821306 -0.126 -0.855 -0.183
H -0.412923 1.645631 -0.135892 -0.584 0.085 0.184
H 3.517877 -3.683277 0.062476 -0.265 0.240 -0.048
H -4.190560 2.040979 -0.340744 -0.288 -0.202 0.025
H 1.584458 0.415895 -3.799985 -0.515 -0.029 0.246
H 0.752348 2.590701 3.705999 -0.129 -0.415 -0.115
H 0.031498 2.747186 -2.534837 0.023 -0.084 0.044
H -4.278226 -0.393464 2.633456 0.296 -1.098 -0.575
H -0.310545 -3.158821 0.989796 0.127 -0.104 0.414
H 2.341519 -1.189990 3.421091 -0.079 0.254 0.423
H -5.033426 0.737895 2.530211 -0.915 0.294 -0.787
H 1.526743 1.421725 -2.522321 -0.417 -0.291 0.191
H 2.918348 -0.316632 -0.881854 -0.205 0.116 0.012
H 0.936139 -1.888474 -4.257304 -0.481 -0.338 -0.091
H -3.138821 3.148556 -2.349774 0.216 0.400 0.153
H 2.567552 -4.061846 -4.044971 -0.093 0.418 -0.277
H -1.770184 -2.659724 1.023752 0.104 -0.074 0.209
```
Forces are in eV/Å.

The value obtained for the total energy is -41597.703 eV. As for the energy relative to the best compared isomer or geometry (same formula, charge and spin): 5.322 eV. As for the HOMO energy: -10.822 eV. As for the net charge: 0.